[1]
{"formula": "C2H3NOS2", "method": "ωB97M-V/def2-TZVPD", "elements": ["C", "C", "N", "O", "S", "S", "H", "H", "H"], "xyz": [[-0.56, -0.52, 0.23], [0.93, -0.24, 0.10], [-1.30, 0.47, 0.42], [0.28, 2.10, -0.93], [-0.96, -2.19, 0.05], [1.13, 0.97, -1.24], [1.28, 0.20, 1.04], [1.50, -1.12, -0.16], [-2.30, 0.33, 0.48]], "lowdin_charge": [-1.030, -0.442, 0.062, -0.446, 0.570, 1.055, 0.105, 0.061, 0.065], "charge": 0, "e_above_lowest_kcal_mol": 97.8, "e_homo_ev": [-8.008, -8.205], "e_tot_ha": -1004.23171}

[2]
{"formula": "C4H4S", "method": "ωB97M-V/def2-TZVPD", "elements": ["C", "C", "C", "C", "S", "H", "H", "H", "H"], "xyz": [[-0.90, -2.03, 0.91], [-0.42, -0.96, 0.55], [0.28, 0.37, 0.23], [0.51, 0.91, -1.14], [1.47, 2.12, -1.71], [-1.16, -2.90, 1.38], [0.98, 0.66, 1.01], [-0.45, 1.09, 0.59], [-0.31, 0.75, -1.81]], "lowdin_charge": [0.104, -0.097, -0.262, -0.650, 0.649, 0.001, 0.114, 0.114, 0.027], "charge": 0, "e_above_lowest_kcal_mol": 73.4, "e_homo_ev": -8.972, "e_tot_ha": -552.87499, "smiles": "C#CCC=S"}

[3]
{"formula": "C5H11NO", "method": "ωB97M-V/def2-TZVPD", "elements": ["C", "C", "C", "C", "C", "N", "O", "H", "H", "H", "H", "H", "H", "H", "H", "H", "H", "H"], "xyz": [[-1.24, 0.47, -1.10], [-0.89, -0.82, -0.37], [-1.05, -1.93, -1.45], [0.55, -0.71, 0.20], [0.93, 0.67, 0.74], [0.37, 1.07, 1.91], [1.77, 1.36, 0.20], [-0.66, 0.53, -2.01], [-2.33, 0.52, -1.26], [-0.94, 1.34, -0.51], [-1.64, -1.06, 0.40], [-2.03, -1.79, -1.88], [-1.02, -2.96, -1.08], [-0.32, -1.91, -2.29], [0.74, -1.52, 0.90], [1.19, -0.92, -0.67], [0.61, 1.97, 2.29], [-0.26, 0.53, 2.49]], "lowdin_charge": [-0.087, -0.408, -0.092, -0.092, -0.576, 0.162, 0.055, 0.090, 0.088, 0.064, 0.127, 0.066, 0.068, 0.087, 0.119, 0.123, 0.107, 0.099], "charge": 0, "e_above_lowest_kcal_mol": 5.6, "e_homo_ev": -9.750, "e_tot_ha": -327.12248, "smiles": "CC(C)CC(N)=O"}

[4]
{"formula": "C24H28Cl3Ge2N3O9V", "method": "ωB97M-V/def2-TZVPD", "elements": ["V", "C", "C", "Ge", "C", "C", "C", "C", "Ge", "C", "C", "C", "C", "C", "C", "C", "C", "C", "C", "H", "H", "H", "H", "H", "H", "H", "H", "H", "H", "H", "H", "H", "H", "H", "H", "H", "H", "H", "H", "H", "H", "H", "H", "H", "H", "Cl", "C", "Cl", "Cl", "C", "O", "O", "O", "N", "O", "C", "C", "C", "C", "O", "C", "C", "N", "O", "O", "N", "O", "O", "H", "H"], "xyz": [[-0.53, -0.04, 0.55], [1.90, 2.69, -1.24], [2.57, 1.33, -1.15], [1.92, 0.07, 0.29], [2.55, -1.75, -0.36], [2.63, -2.83, 0.71], [2.72, 0.17, 2.10], [2.03, 0.02, 3.22], [-0.01, -0.11, 3.01], [-0.87, 1.39, 4.08], [-0.37, 1.54, 5.51], [-0.90, -1.88, 3.59], [-1.57, -1.84, 4.95], [2.66, 0.00, 4.54], [2.15, -0.79, 5.57], [2.79, -0.85, 6.80], [3.94, -0.11, 7.02], [4.44, 0.69, 6.01], [3.80, 0.75, 4.79], [2.14, 3.17, -2.19], [2.24, 3.34, -0.45], [0.81, 2.58, -1.19], [3.65, 1.46, -1.00], [2.42, 0.78, -2.08], [3.54, -1.58, -0.77], [1.92, -2.08, -1.19], [3.45, -2.63, 1.39], [2.79, -3.80, 0.25], [1.71, -2.89, 1.31], [3.80, 0.28, 2.10], [-1.95, 1.22, 4.07], [-0.68, 2.33, 3.56], [-0.55, 0.64, 6.09], [-0.87, 2.37, 6.00], [0.70, 1.74, 5.52], [-0.16, -2.68, 3.55], [-1.65, -2.07, 2.83], [-0.84, -1.75, 5.75], [-2.14, -2.75, 5.11], [-2.26, -1.00, 5.00], [1.26, -1.38, 5.39], [2.38, -1.46, 7.59], [4.44, -0.16, 7.98], [5.32, 1.29, 6.19], [4.19, 1.39, 4.01], [-2.85, -0.62, -1.01], [-1.56, -1.75, -1.40], [-0.77, -2.13, 0.14], [-2.16, -3.19, -2.18], [-0.46, -0.94, -2.23], [-0.14, -1.36, -3.31], [-0.07, 0.05, -1.57], [-4.65, 6.25, 0.94], [-3.45, 6.28, 1.04], [-2.77, 7.29, 1.06], [-2.76, 5.03, 1.13], [-1.37, 5.02, 1.28], [-0.69, 3.82, 1.29], [-1.39, 2.58, 1.13], [-0.81, 1.48, 0.88], [-2.83, 2.63, 1.19], [-3.49, 3.84, 1.13], [-3.51, 1.40, 1.28], [-2.90, 0.44, 1.78], [-4.66, 1.31, 0.86], [0.71, 3.77, 1.54], [1.20, 2.66, 1.77], [1.34, 4.80, 1.54], [-0.83, 5.95, 1.38], [-4.57, 3.87, 1.11]], "lowdin_charge": [0.329, -0.173, -0.319, 0.941, -0.351, -0.186, -0.249, -0.342, 1.005, -0.326, -0.152, -0.374, -0.183, -0.264, -0.057, -0.079, -0.093, -0.082, -0.037, 0.076, 0.050, 0.054, 0.066, 0.061, 0.065, 0.045, 0.067, 0.068, 0.034, 0.065, 0.051, 0.037, 0.055, 0.072, 0.064, 0.056, 0.018, 0.049, 0.069, 0.060, 0.083, 0.102, 0.100, 0.102, 0.108, 0.766, -1.408, 0.799, 0.700, -0.805, 0.089, -0.165, 0.097, -0.363, 0.100, -0.114, 0.129, -0.050, -0.185, -0.260, -0.049, 0.126, -0.322, -0.014, 0.116, -0.322, 0.047, 0.117, 0.144, 0.144], "charge": 0, "multiplicity": 2, "e_above_lowest_kcal_mol": 51.7, "e_homo_ev": [-8.369, -8.309], "e_tot_ha": -8250.77370}